[1]
H2OTl | ωB97M-V/def2-TZVPD

Each line ends with the Löwdin charge.
Cartesian coordinates (Å):
1 Tl -1.392 2.365 2.181  1.947
2 O 0.362 -0.560 -0.427  0.642
3 H 1.245 -0.756 -0.739  0.207
4 H -0.214 -1.049 -1.015  0.204

Calculated values
**Energy relative to the best compared isomer or geometry (same formula, charge and spin)**: 67.2 kJ/mol
**DFT total energy**: -247.113855 a.u.
**HOMO-LUMO gap**: 3.39 eV
**Total charge**: +3
**HOMO**: -29.058 eV
**Spin multiplicity**: 1
**LUMO level**: -25.7 eV

[2]
H2P2S4 | ωB97M-V/def2-TZVPD

Each line ends with the Löwdin charge.
Cartesian coordinates (Å):
1 S -3.231 1.008 0.056  0.097
2 P -1.333 0.410 0.078  -0.280
3 S -0.406 -0.046 -1.815  0.097
4 P 0.968 -1.402 -0.704  0.077
5 S 2.425 0.092 -0.251  0.221
6 S -0.466 -1.319 1.139  0.102
7 H -0.556 1.375 0.417  -0.133
8 H 2.600 -0.118 1.079  -0.182

Calculated values
**Energy relative to the best compared isomer or geometry (same formula, charge and spin)**: 52.2 kJ/mol
**DFT total energy**: -2276.693973 a.u.
**HOMO-LUMO gap**: 8.05 eV
**HOMO**: -9.248 eV
**SMILES string**: S=[PH]1SP(S)S1
**Spin multiplicity**: 1
**LUMO level**: -1.2 eV

[3]
H2P4S3 | ωB97M-V/def2-TZVPD

Each line ends with the Löwdin charge.
Cartesian coordinates (Å):
1 P 0.317 0.888 -0.087  0.211
2 S -0.800 1.239 1.774  -0.041
3 P -0.705 -0.555 2.985  -0.045
4 S -1.728 -2.166 1.926  -0.005
5 P -0.822 -2.304 0.006  0.258
6 P 1.115 -1.171 0.225  0.071
7 S 1.300 -1.024 2.424  -0.038
8 H 1.403 1.714 0.361  -0.141
9 H -1.383 -1.241 -0.435  -0.270

Calculated values
**Energy relative to the best compared isomer or geometry (same formula, charge and spin)**: 0.0 kJ/mol
**DFT total energy**: -2561.243008 a.u.
**HOMO-LUMO gap**: 8.54 eV
**HOMO**: -9.091 eV
**SMILES string**: [PH]1#S#P2S[PH]#P1S2
**Spin multiplicity**: 1
**LUMO level**: -0.6 eV

[4]
H2P4S3 | ωB97M-V/def2-TZVPD

Each line ends with the Löwdin charge.
Cartesian coordinates (Å):
1 P -0.340 0.519 0.338  0.231
2 P 1.669 -1.079 -1.716  0.219
3 P -0.407 -1.296 -0.995  -0.130
4 P -0.266 1.800 -2.632  0.111
5 S -1.021 2.241 -0.736  0.004
6 S 1.659 0.997 -2.377  -0.064
7 S -1.650 -0.772 -2.463  -0.012
8 H -1.572 0.123 0.662  -0.204
9 H 2.010 -0.701 -0.336  -0.155

Calculated values
**Energy relative to the best compared isomer or geometry (same formula, charge and spin)**: 117.7 kJ/mol
**DFT total energy**: -2561.198181 a.u.
**HOMO-LUMO gap (spin up / spin down)**: 6.98 / 6.98 eV
**HOMO (spin up / spin down)**: -8.887 / -8.887 eV
**Spin multiplicity**: 1
**LUMO level (spin up / spin down)**: -1.9 / -1.9 eV

[5]
H2S4 | ωB97M-V/def2-TZVPD

Each line ends with the Löwdin charge.
Cartesian coordinates (Å):
1 S 0.846 1.341 1.599  0.180
2 S -0.343 -0.143 -1.726  0.194
3 S -0.970 0.919 2.172  0.028
4 S -0.162 -1.688 -0.520  0.039
5 H 1.378 0.177 1.377  -0.242
6 H -0.749 -0.606 -2.902  -0.200

Calculated values
**Energy relative to the best compared isomer or geometry (same formula, charge and spin)**: 143.1 kJ/mol
**DFT total energy**: -1593.888815 a.u.
**HOMO-LUMO gap (spin up / spin down)**: 6.91 / 7.33 eV
**HOMO (spin up / spin down)**: -8.859 / -9.023 eV
**Spin multiplicity**: 1
**LUMO level (spin up / spin down)**: -2.0 / -1.7 eV

[6]
H30KrO15 | ωB97M-V/def2-TZVPD

Each line ends with the Löwdin charge.
Cartesian coordinates (Å):
1 Kr -0.288 -0.093 0.490  0.282
2 O -0.530 -2.940 -2.188  -0.061
3 H -1.200 -2.258 -2.239  -0.008
4 H -0.699 -3.380 -1.355  -0.001
5 O 2.775 -0.575 -0.382  -0.098
6 H 3.042 -1.124 0.356  0.047
7 H 2.440 -1.193 -1.032  -0.012
8 O -4.002 -0.196 -0.047  -0.066
9 H -3.344 -0.500 -0.673  -0.020
10 H -3.567 0.506 0.437  -0.040
11 O 1.801 3.050 2.651  -0.042
12 H 1.750 3.720 1.969  0.055
13 H 2.212 2.301 2.221  0.028
14 O -2.350 -0.884 -2.674  -0.037
15 H -1.606 -0.326 -2.900  0.005
16 H -2.760 -1.089 -3.514  0.071
17 O -0.649 -3.720 0.399  -0.047
18 H 0.252 -3.637 0.711  0.044
19 H -1.188 -3.481 1.153  0.059
20 O 2.162 -2.841 2.945  -0.056
21 H 2.986 -2.354 2.943  0.025
22 H 1.528 -2.238 3.334  -0.017
23 O -0.136 -1.336 4.208  -0.065
24 H 0.000 -0.472 3.821  -0.028
25 H -0.216 -1.168 5.147  0.046
26 O 0.245 0.268 -3.336  -0.033
27 H 0.887 -0.341 -2.972  0.021
28 H -0.035 -0.140 -4.155  0.070
29 O 0.046 1.397 3.941  -0.062
30 H 0.575 2.128 3.624  -0.009
31 H -0.859 1.685 3.821  0.050
32 O -2.926 2.138 0.977  -0.073
33 H -3.779 2.571 1.000  0.074
34 H -2.294 2.842 1.122  0.063
35 O 3.178 2.063 -0.004  -0.066
36 H 3.052 1.192 -0.380  -0.024
37 H 3.964 1.980 0.536  0.036
38 O -2.656 2.499 -1.858  -0.066
39 H -1.723 2.634 -2.027  -0.034
40 H -2.685 2.072 -1.002  -0.032
41 O 2.026 -2.058 -2.587  -0.051
42 H 2.395 -2.772 -3.108  0.071
43 H 1.158 -2.370 -2.333  -0.010
44 O -0.006 2.988 -2.401  -0.041
45 H 0.736 3.297 -1.880  0.049
46 H 0.286 2.150 -2.760  0.003

Calculated values
**Energy relative to the best compared isomer or geometry (same formula, charge and spin)**: 9.6 kJ/mol
**DFT total energy**: -3900.244013 a.u.
**HOMO-LUMO gap**: 10.16 eV
**HOMO**: -10.210 eV
**Spin multiplicity**: 1
**LUMO level**: 0.0 eV